(1)
Entry from the OMol25 dataset: an isolated molecule of C13H26N6Si2 (ωB97M-V/def2-TZVPD).

Positions of all 47 atoms, in Å:
1 C 0.2689 4.8345 0.1396
2 Si -0.7076 3.3102 -0.2261
3 C -1.1395 2.5463 1.4602
4 C -2.1823 3.5853 -1.3401
5 N 0.1037 2.0941 -1.2181
6 N 0.6173 2.4618 -2.3615
7 N 0.5943 1.5299 -3.2431
8 C 0.0143 0.3700 -2.7592
9 C 1.0865 -0.7351 -2.7130
10 C 1.8819 -0.3156 -1.4086
11 C 0.6094 -0.3203 -0.4599
12 C -0.3182 0.6882 -1.2594
13 C -0.1209 -1.6922 -0.7608
14 C 0.3213 -2.0628 -2.2303
15 N 1.1194 -3.2168 -1.9594
16 N 1.2175 -3.4635 -0.7302
17 N 0.2983 -2.8577 0.0193
18 Si 0.1540 -2.8128 1.9028
19 C -1.6302 -2.2753 2.4988
20 C 1.4407 -1.5145 2.5160
21 C 0.7309 -4.4807 2.5513
22 H 1.4379 4.7338 -0.0865
23 H -0.1843 5.5331 -0.4612
24 H 0.2003 5.3000 1.1512
25 H -1.5937 3.3837 1.9683
26 H -1.8086 1.6660 1.2321
27 H -0.2723 2.1620 2.0741
28 H -1.8072 3.9910 -2.2826
29 H -2.9396 4.2115 -0.8874
30 H -2.5271 2.5197 -1.4806
31 H -0.8982 0.0367 -3.2576
32 H 1.8096 -0.8268 -3.5598
33 H 2.3119 0.6675 -1.5062
34 H 2.7085 -1.0893 -1.2389
35 H 0.8147 -0.1067 0.5740
36 H -1.3955 0.5713 -0.9848
37 H -1.2478 -1.5388 -0.5841
38 H -0.5582 -2.2351 -2.8867
39 H -1.8730 -1.4023 1.9018
40 H -2.4400 -2.9756 2.3355
41 H -1.5806 -1.9896 3.5483
42 H 2.1062 -1.1637 1.8007
43 H 0.9556 -0.6082 2.9723
44 H 2.0704 -1.8514 3.3559
45 H 1.2984 -4.6467 3.4418
46 H -0.2253 -5.0284 2.6692
47 H 1.2781 -4.9868 1.7733

Forces on atoms 1 to 2 (eV/Å):
3.413 -0.942 1.296
0.189 -0.468 1.057

Its multiplicity is 1. Its structure (SMILES) is C[Si](C)(C)N1N=N[C@H]2[C@H]3C[C@@H]([C@H]21)[C@H]1[C@@H]3N=NN1[Si](C)(C)C. The HOMO energy comes out at -8.40 eV. The calculated total energy comes out at -1418.4247 hartree. As for the maximum force: 4.08 eV Å⁻¹.



(2)
Entry from the OMol25 dataset: a cluster of 2 separate species, C2HFN2O2 in total (ωB97M-V/def2-TZVPD).

Positions of all 8 atoms, in Å:
1 O 1.3572 1.8528 2.6506
2 N 0.7418 2.0769 1.6642
3 C 0.1160 1.6530 0.7684
4 F -0.5211 2.2196 -0.2276
5 C 0.4863 -0.3894 0.1792
6 N 0.7426 -0.9315 1.1884
7 O 0.9698 -1.4421 2.2375
8 H 0.5021 -0.5274 -0.8390

Forces on atoms 1 to 2 (eV/Å):
1.596 0.171 1.934
0.206 0.452 1.152

Its multiplicity is 1. Its structure (SMILES) is [O-][N+]#CF.C#[N+][O-]. The HOMO energy (spin up / spin down) comes out at -9.21 / -8.90 eV. The calculated total energy comes out at -436.3836 hartree. As for the maximum force: 3.76 eV Å⁻¹.



(3)
Entry from the OMol25 dataset: a cluster of 2 separate species, C4H10N2 in total (ωB97M-V/def2-TZVPD).

Positions of all 16 atoms, in Å:
1 C -1.8180 -2.6039 -0.7283
2 C -1.7995 -1.5548 0.0869
3 N -0.8490 -1.0443 0.9694
4 H -0.9113 -3.1828 -0.8752
5 H -2.7081 -2.7306 -1.3201
6 H -2.6011 -0.8236 -0.0470
7 H 0.0480 -1.4897 0.9334
8 H -0.9103 -0.0522 1.0139
9 C 2.2456 1.0296 -0.6673
10 C 1.3404 2.0406 -0.2718
11 N 0.5440 1.9584 0.7986
12 H 2.3811 0.9102 -1.7364
13 H 2.4908 0.2366 0.0262
14 H 1.3093 2.9870 -0.8030
15 H 1.0009 1.4395 1.5413
16 H 0.2371 2.8800 1.0795

Forces on atoms 1 to 2 (eV/Å):
0.839 0.454 0.427
-0.819 1.198 -0.858

Its multiplicity is 2. Its net charge is +1. Its expectation value of S² is 0.759. The HOMO energy (spin up / spin down) comes out at -11.33 / -11.26 eV. The calculated total energy comes out at -267.5360 hartree. As for the maximum force: 2.85 eV Å⁻¹.



(4)
Entry from the OMol25 dataset: a cluster of 3 separate species, C22H42F3N3O6 in total (ωB97M-V/def2-TZVPD).

Positions of all 76 atoms, in Å:
1 N 0.6151 1.8373 2.3732
2 O 0.6832 0.6135 1.5779
3 C 0.1454 0.8723 0.3423
4 O 0.7313 1.4618 -0.5059
5 O -1.0944 0.4428 0.1579
6 C -1.6032 -0.6968 0.8575
7 C -2.4439 -0.4219 2.0980
8 O -1.6844 -0.2915 3.2856
9 C -3.3089 0.8338 1.9928
10 F -3.8544 0.9271 0.7645
11 F -4.3180 0.8019 2.8717
12 F -2.6237 1.9575 2.2161
13 H 0.7888 2.5817 1.6941
14 H 1.4743 1.7394 2.9107
15 H -2.2239 -1.2115 0.1138
16 H -0.7787 -1.3585 1.1314
17 H -3.1502 -1.2653 2.1908
18 H -1.1329 -1.0848 3.3706
19 C -0.2196 0.8322 -4.2166
20 C -0.4105 2.3532 -4.1545
21 C 0.8907 3.0565 -3.7638
22 C 0.7941 4.5796 -3.8583
23 C 0.3239 5.0367 -5.2406
24 C -0.9422 4.3304 -5.7449
25 N -0.7869 2.8519 -5.5284
26 O -0.1208 2.2881 -6.4721
27 C -2.1998 4.8856 -5.0656
28 C -1.1051 4.5603 -7.2440
29 C -1.4833 2.6237 -3.0943
30 H -0.0459 0.4941 -5.2331
31 H 0.6408 0.5468 -3.6102
32 H -1.0948 0.3125 -3.8248
33 H 1.6960 2.7094 -4.4195
34 H 1.1476 2.7486 -2.7483
35 H 0.1308 4.9718 -3.0832
36 H 1.7764 5.0122 -3.6576
37 H 0.1309 6.1127 -5.2389
38 H 1.1265 4.8604 -5.9630
39 H -3.0692 4.2792 -5.3238
40 H -2.3738 5.8991 -5.4287
41 H -2.1301 4.9433 -3.9852
42 H -0.2105 4.2867 -7.7955
43 H -1.3087 5.6197 -7.4107
44 H -1.9395 3.9789 -7.6374
45 H -1.2491 2.0118 -2.2229
46 H -2.4772 2.3475 -3.4500
47 H -1.5139 3.6507 -2.7441
48 C 2.2466 -2.4074 1.4961
49 C 2.1087 -3.1804 2.8216
50 C 2.2895 -2.2468 4.0222
51 C 2.0126 -2.9293 5.3625
52 C 0.6339 -3.5889 5.3975
53 C 0.3346 -4.4978 4.1982
54 N 0.7205 -3.7604 2.9432
55 O -0.1991 -2.9485 2.5573
56 C 1.0445 -5.8511 4.3213
57 C -1.1615 -4.7882 4.1250
58 C 3.2019 -4.2560 2.8085
59 H 1.2957 -2.1321 1.0514
60 H 2.8006 -1.4859 1.6745
61 H 2.7963 -2.9963 0.7620
62 H 1.6166 -1.3909 3.9009
63 H 3.3094 -1.8561 3.9975
64 H 2.7895 -3.6646 5.5862
65 H 2.0679 -2.1854 6.1591
66 H 0.5211 -4.1836 6.3069
67 H -0.1311 -2.8068 5.4372
68 H 0.9399 -6.4210 3.3971
69 H 0.5731 -6.4190 5.1234
70 H 2.0982 -5.7790 4.5638
71 H -1.7564 -3.8795 4.1437
72 H -1.4359 -5.3973 4.9872
73 H -1.4076 -5.3401 3.2174
74 H 4.1206 -3.7862 2.4558
75 H 2.9489 -5.0618 2.1190
76 H 3.4229 -4.6825 3.7807

Forces on atoms 1 to 2 (eV/Å):
0.126 -0.102 -0.057
-0.361 -0.179 -0.175

Its multiplicity is 3. Its expectation value of S² is 2.008. The HOMO energy (spin up / spin down) comes out at -7.74 / -8.92 eV. The calculated total energy comes out at -1778.6127 hartree. As for the maximum force: 0.81 eV Å⁻¹.



(5)
Entry from the OMol25 dataset: a structure of composition C58H53FO4P2Pd (ωB97M-V/def2-TZVPD).

Positions of all 119 atoms, in Å:
1 C 1.3307 4.7996 -6.7050
2 C 1.9043 4.8473 -5.3129
3 O 0.7690 4.9659 -4.4172
4 C 1.0936 4.9020 -3.1057
5 C -0.0946 5.1865 -2.2561
6 F -1.2332 5.4285 -2.9413
7 C 0.1610 6.2503 -1.2481
8 O 1.2744 6.6131 -0.9116
9 O -0.9945 6.7558 -0.7667
10 C -0.7456 7.6926 0.3094
11 C -2.0852 8.1454 0.8010
12 O 2.1692 4.5445 -2.6572
13 H 2.1419 4.8050 -7.4335
14 H 0.7481 3.8833 -6.8464
15 H 0.6838 5.6631 -6.8953
16 H 2.4664 3.9323 -5.0816
17 H 2.5539 5.7250 -5.1803
18 H -0.1777 7.1923 1.1048
19 H -0.1490 8.5308 -0.0758
20 H -1.9371 8.8072 1.6529
21 H -2.6101 8.6997 0.0210
22 H -2.7064 7.3043 1.1231
23 C -3.2758 -3.2932 -2.5344
24 C -3.5169 -2.7084 -1.2905
25 C -2.8433 -1.5399 -0.9212
26 C -2.0089 -0.8675 -1.8665
27 C -1.4753 0.4138 -1.5197
28 C -0.8546 1.2919 -2.3972
29 C -0.6757 2.6479 -2.0796
30 C -1.1244 3.1839 -0.8252
31 C -0.2393 3.9148 0.0053
32 C -0.6710 4.4554 1.2069
33 C -1.9850 4.2836 1.6436
34 C -2.8789 3.5721 0.8368
35 C -2.4500 3.0045 -0.3539
36 Pd -0.3062 -1.7468 0.2780
37 P 1.2231 -3.2250 -0.4331
38 C 1.2970 -3.2029 -2.2451
39 C 0.7359 -4.2407 -3.0032
40 C 0.8014 -4.1917 -4.3955
41 C 1.4134 -3.1082 -5.0332
42 C 1.9460 -2.0577 -4.2779
43 C 1.8768 -2.0962 -2.8853
44 C 2.9434 -3.0971 0.1067
45 C 3.9761 -3.6800 -0.6499
46 C 5.2888 -3.6380 -0.1789
47 C 5.5775 -2.9986 1.0327
48 C 4.5576 -2.3812 1.7636
49 C 3.2475 -2.4149 1.2929
50 C 0.5702 -4.8423 0.0663
51 C 1.4087 -5.9231 0.3947
52 C 0.8407 -7.1405 0.7783
53 C -0.5509 -7.2723 0.8705
54 C -1.3815 -6.1860 0.5814
55 C -0.8202 -4.9780 0.1697
56 P -0.3775 -0.9066 2.3670
57 C -2.1323 -0.7864 2.7876
58 C -2.7880 -1.8704 3.3929
59 C -4.1778 -1.8467 3.5291
60 C -4.9120 -0.7493 3.0652
61 C -4.2616 0.3290 2.4560
62 C -2.8725 0.3152 2.3217
63 C 0.4714 -2.0144 3.5273
64 C 1.3853 -1.5318 4.4846
65 C 2.1901 -2.4285 5.1872
66 C 2.0980 -3.8023 4.9430
67 C 1.1739 -4.2864 4.0134
68 C 0.3412 -3.3985 3.3351
69 C 0.2622 0.7491 2.6968
70 C -0.2827 1.5223 3.7384
71 C 0.3329 2.7128 4.1125
72 C 1.4777 3.1495 3.4411
73 C 1.9886 2.4088 2.3718
74 C 1.3760 1.2188 1.9837
75 C -1.7625 -1.4875 -3.1154
76 C -2.3662 -2.7038 -3.4169
77 H -3.7743 -4.2231 -2.8096
78 H -4.1980 -3.1826 -0.5837
79 H -3.0304 -1.0710 0.0524
80 H -1.6457 0.7346 -0.4889
81 H -0.4909 0.9356 -3.3633
82 H -0.1084 3.2133 -2.8096
83 H 0.8217 3.9662 -0.2678
84 H 0.0360 4.9991 1.8373
85 H -2.3196 4.7625 2.5695
86 H -3.9243 3.4830 1.1384
87 H -3.1580 2.4501 -0.9787
88 H 0.2636 -5.0883 -2.5058
89 H 0.3715 -5.0049 -4.9831
90 H 1.4627 -3.0777 -6.1246
91 H 2.4204 -1.2101 -4.7745
92 H 2.2789 -1.2753 -2.2899
93 H 3.7514 -4.1605 -1.6027
94 H 6.0876 -4.1072 -0.7552
95 H 6.6035 -2.9729 1.4049
96 H 4.7789 -1.8755 2.7046
97 H 2.4441 -1.9222 1.8436
98 H 2.4912 -5.8096 0.3442
99 H 1.4852 -7.9895 1.0162
100 H -0.9921 -8.2216 1.1806
101 H -2.4655 -6.2686 0.6732
102 H -1.4592 -4.1166 -0.0465
103 H -2.2065 -2.7182 3.7559
104 H -4.6868 -2.6908 3.9960
105 H -5.9983 -0.7363 3.1713
106 H -4.8327 1.1823 2.0862
107 H -2.3544 1.1544 1.8528
108 H 1.4652 -0.4608 4.6715
109 H 2.9042 -2.0517 5.9212
110 H 2.7491 -4.4975 5.4757
111 H 1.0977 -5.3546 3.8063
112 H -0.3804 -3.7781 2.6092
113 H -1.1776 1.1890 4.2649
114 H -0.0880 3.3068 4.9258
115 H 1.9636 4.0804 3.7431
116 H 2.8672 2.7672 1.8332
117 H 1.7544 0.6481 1.1326
118 H -1.0647 -1.0154 -3.8113
119 H -2.1158 -3.1973 -4.3517

Forces on atoms 1 to 2 (eV/Å):
-0.089 -0.048 -0.195
-0.301 -0.044 0.088

Its multiplicity is 1. The HOMO energy comes out at -6.22 eV. The calculated total energy comes out at -3453.2684 hartree. As for the maximum force: 3.92 eV Å⁻¹.



(6)
Entry from the OMol25 dataset: a structure of composition C27H36NRe (ωB97M-V/def2-TZVPD).

Positions of all 65 atoms, in Å:
1 C -1.2202 -0.2247 2.1139
2 C -1.2651 -1.2853 1.1450
3 C -1.9543 -0.7971 -0.0155
4 C -2.3339 0.5681 0.2351
5 C -1.8638 0.9280 1.5474
6 Re -0.2720 0.3877 0.3512
7 C 0.6767 1.7237 -3.0774
8 C 1.0127 1.6287 -1.6623
9 H 2.0763 1.6149 -1.3448
10 C 0.0819 2.2232 -0.7119
11 H -0.8310 2.6097 -1.1531
12 H 0.4735 2.9333 0.0121
13 C 1.7959 1.1737 -4.0320
14 H 2.7055 0.6841 -3.6434
15 H 1.5036 0.5170 -4.8621
16 H 2.1637 2.0812 -4.4966
17 C -0.7191 1.1218 -3.4227
18 H -1.3185 0.5018 -2.7329
19 H -1.3333 1.9996 -3.5927
20 H -0.7879 0.5554 -4.3570
21 C -0.7489 -2.6705 1.3488
22 H 0.1725 -2.6618 1.9384
23 H -1.4770 -3.2856 1.8954
24 H -0.5250 -3.1528 0.3968
25 C -2.3737 -1.6495 -1.1708
26 H -1.5698 -2.3377 -1.4468
27 H -3.2575 -2.2530 -0.9173
28 H -2.6258 -1.0476 -2.0483
29 C -3.2392 1.4159 -0.6053
30 H -3.3384 1.0096 -1.6162
31 H -4.2436 1.4740 -0.1602
32 H -2.8645 2.4416 -0.6787
33 C -2.0737 2.2314 2.2523
34 H -2.3662 3.0178 1.5510
35 H -2.8594 2.1403 3.0142
36 H -1.1609 2.5564 2.7632
37 C -0.7228 -0.3355 3.5185
38 H -0.3085 0.6169 3.8670
39 H -1.5399 -0.6104 4.2014
40 H 0.0572 -1.1001 3.6079
41 C 1.1877 -2.7344 -1.4502
42 C 0.9761 -1.8394 -2.5103
43 C 1.1573 -4.0837 -1.5310
44 C 0.3313 -2.4074 -3.6719
45 H 0.9910 -0.7516 -2.8492
46 C 0.5292 -4.6178 -2.7010
47 H 1.5704 -4.6079 -0.6831
48 C 0.1158 -3.7613 -3.6982
49 H -0.0001 -1.7416 -4.5097
50 H 0.3918 -5.6960 -2.7764
51 H -0.4145 -4.1485 -4.5280
52 N 1.8420 0.2365 1.0617
53 C 2.1348 0.9803 2.2823
54 C 2.5018 0.2887 3.4387
55 C 2.6186 0.9911 4.6454
56 C 2.3884 2.3691 4.6838
57 C 2.0720 3.0545 3.5094
58 C 1.9783 2.3637 2.2948
59 H 1.9866 -0.7676 1.1871
60 H 2.4581 0.5195 0.3023
61 H 2.6590 -0.7933 3.4049
62 H 2.8840 0.4565 5.5581
63 H 2.4657 2.9130 5.6275
64 H 1.8995 4.1313 3.5244
65 H 1.7495 2.9023 1.3769

Forces on atoms 1 to 2 (eV/Å):
0.104 -0.640 0.924
-1.487 -0.851 0.464

Its multiplicity is 4. Its net charge is +1. Its expectation value of S² is 3.904. The HOMO energy (spin up / spin down) comes out at -10.45 / -10.65 eV. The calculated total energy comes out at -1182.9783 hartree. As for the maximum force: 7.08 eV Å⁻¹.



(7)
Entry from the OMol25 dataset: a cluster of 14 separate species, H28O14 in total (ωB97M-V/def2-TZVPD).

Positions of all 42 atoms, in Å:
1 H 0.2694 -0.2220 -0.5263
2 H -0.5744 -0.6229 0.6726
3 H -1.5574 3.2907 -1.9678
4 H -2.0747 3.7748 -3.3125
5 H -0.1786 4.3353 -0.0912
6 H -0.8584 5.6920 -0.1762
7 H -0.9890 1.9000 2.5103
8 H 0.2061 1.9329 3.4487
9 H -3.0387 -1.0446 -1.3236
10 H -2.4910 0.1298 -0.5293
11 H 3.8232 0.4754 -1.7928
12 H 3.8407 1.7717 -0.9996
13 H 1.5067 -2.4066 1.2943
14 H 0.1259 -2.2228 1.9023
15 H -1.4975 -2.2467 -4.4520
16 H -1.4994 -0.7329 -4.3162
17 H 0.8270 -0.2571 -3.8824
18 H 1.1122 1.1488 -3.3804
19 H 4.0187 1.3060 1.1876
20 H 4.7860 1.4451 2.4922
21 H -3.2663 -2.8510 0.4951
22 H -3.0821 -3.8078 1.6616
23 H -0.1884 -2.2691 4.3468
24 H -1.5057 -3.0020 4.5410
25 H -0.1579 -2.8943 -1.8912
26 H -1.2997 -1.8951 -1.9803
27 H 1.1204 -0.0658 3.5649
28 H 1.9743 -0.3248 2.3346
29 O -0.3731 0.1271 0.1017
30 O -2.3414 3.2817 -2.5284
31 O -0.3477 5.1340 0.4212
32 O -0.4097 1.3255 3.0235
33 O -2.5161 -0.8336 -0.5417
34 O 4.3981 1.0262 -1.2497
35 O 0.7545 -1.8040 1.3037
36 O -1.3325 -1.4387 -4.9510
37 O 0.6588 0.3332 -3.1393
38 O 4.8298 1.0247 1.6260
39 O -3.3763 -3.7756 0.7443
40 O -0.5653 -3.0624 4.7439
41 O -0.4055 -2.0579 -2.3012
42 O 1.6751 0.3827 2.9167

Forces on atoms 1 to 2 (eV/Å):
-0.208 -0.059 -0.080
0.262 0.478 -0.391

Its multiplicity is 1. The HOMO energy comes out at -10.20 eV. The calculated total energy comes out at -1070.0647 hartree. As for the maximum force: 1.86 eV Å⁻¹.



(8)
Entry from the OMol25 dataset: a structure of composition C19H12Br2MoN3S (ωB97M-V/def2-TZVPD).

Positions of all 38 atoms, in Å:
1 Mo 0.0819 0.0885 -0.3792
2 S 1.1187 0.8020 -4.4365
3 C 2.0186 -0.6159 -4.1129
4 C 1.8629 -1.0719 -2.8419
5 C 0.9754 -0.2272 -2.1217
6 C 0.4793 0.8579 -2.8751
7 C -0.4614 1.9009 -2.3954
8 C -0.9428 2.9554 -3.1346
9 C -1.8235 3.8571 -2.5459
10 C -2.2177 3.6965 -1.2207
11 C -1.7181 2.6319 -0.5133
12 N -0.8607 1.7591 -1.0924
13 H 2.6283 -1.0449 -4.8962
14 H 2.3512 -1.9525 -2.4533
15 H -0.6361 3.0787 -4.1654
16 H -2.2034 4.6886 -3.1267
17 H -2.9013 4.3860 -0.7455
18 H -1.9844 2.4498 0.5185
19 Br 3.3768 -0.3893 5.3566
20 C 2.4958 -0.2180 3.7619
21 C 2.9021 0.7360 2.8267
22 C 2.2150 0.8277 1.6454
23 N 1.1590 0.0224 1.3680
24 C 0.7585 -0.9203 2.2743
25 C 1.4089 -1.0569 3.4696
26 C -0.3865 -1.7561 1.8332
27 C -0.9364 -2.7737 2.5630
28 C -2.0057 -3.5069 2.0250
29 Br -2.7487 -4.8743 2.9872
30 C -2.4860 -3.1937 0.7517
31 C -1.8964 -2.1656 0.0653
32 N -0.8684 -1.4522 0.5899
33 H 3.7402 1.3918 3.0184
34 H 2.4970 1.5489 0.8894
35 H 1.1002 -1.8024 4.1884
36 H -0.5570 -3.0227 3.5436
37 H -3.3029 -3.7446 0.3063
38 H -2.2323 -1.8903 -0.9259

Forces on atoms 1 to 2 (eV/Å):
0.376 -0.072 -0.857
0.066 0.063 -0.311

Its multiplicity is 3. Its net charge is +3. Its expectation value of S² is 2.019. The HOMO energy (spin up / spin down) comes out at -18.08 / -18.27 eV. The calculated total energy comes out at -6508.8713 hartree. As for the maximum force: 0.94 eV Å⁻¹.